Below is C31H31CaF9N3O2S as an isolated structure, with properties calculated with wB97M-V/def2-TZVPD.

The geometry in XYZ format:
```
78
Properties=species:S:1:pos:R:3
Ca -0.39878 -0.75770 -0.87522
S -0.86963 5.35221 2.48704
F 0.08473 -2.84074 -3.89680
F -1.23178 -3.04369 -2.18450
F -0.46268 -4.82133 -3.18921
F 3.42117 -3.86917 -1.74047
F 1.75020 -4.38174 0.29605
F 2.35816 -4.67193 -3.46243
F 2.67666 -2.53015 -3.27287
F -0.32506 -4.65154 -0.26329
F 1.22327 -5.83935 -1.22707
O 1.00783 -2.28982 -1.20834
O -2.52926 -0.12236 -1.28027
N -5.36592 5.76817 3.12390
N -0.39372 1.29583 0.48142
N 0.02951 0.35842 -3.03631
C -1.69787 -1.55109 2.17885
C -3.17020 0.35244 -3.60803
C 2.11180 -1.59674 2.14841
C 0.41547 -0.17568 3.36197
C 0.69727 -1.20055 2.47142
C -1.59636 1.70527 0.89593
C -1.83929 2.93272 1.48259
C 0.63194 2.13535 0.68881
C -3.21080 5.08056 3.90776
C -1.16460 1.30193 4.64056
C -0.76709 3.79198 1.69600
C 2.40686 -3.65255 -2.58748
C 1.27065 0.82796 -3.16555
C -1.99092 -0.53453 -3.97950
C 1.06933 -3.49371 -1.80740
C 0.94326 -4.62523 -0.74233
C -2.87152 0.93377 -2.22729
C -3.42581 6.09584 1.75682
C -0.12719 -3.59418 -2.80340
C -0.89698 0.17623 3.67924
C -2.83509 -2.32169 1.55983
C -0.24743 0.63865 -5.38724
C -4.78856 6.19710 2.00613
C 1.04031 1.13791 -5.50072
C -1.94164 -0.51974 3.08416
C -4.58361 5.22797 4.05370
C -2.62496 5.51444 2.72724
C 0.50042 3.36950 1.28273
C -0.37773 -1.87665 1.88473
C -0.69631 0.19585 -4.14891
C 1.83835 1.20381 -4.36346
H -2.16621 -1.15368 -4.85895
H 2.36217 -2.54322 2.63116
H 1.23474 0.36214 3.82805
H -0.72788 2.23500 4.27721
H -2.54269 -2.79873 0.62049
H 2.25064 -1.75334 1.07675
H -2.61434 4.64112 4.69601
H 1.84695 0.92239 -2.24991
H -3.00546 6.46407 0.83070
H -3.33284 -0.58286 -1.01206
H -0.72302 1.09614 5.61661
H -3.69632 1.53741 -1.84760
H 2.82185 -0.84776 2.49709
H 1.42945 1.43981 -6.46376
H 2.85656 1.56200 -4.39498
H -3.70264 -1.68422 1.37761
H -2.23408 1.45809 4.77997
H -0.17730 -2.72495 1.23492
H -2.96527 -0.25444 3.32949
H -0.87618 0.51190 -6.25815
H -1.98403 1.56437 -2.25331
H -2.84390 3.19034 1.78698
H 1.37354 3.99264 1.42329
H -5.07184 4.89674 4.96277
H -3.16265 -3.12785 2.21876
H -5.44222 6.64810 1.26847
H 1.61110 1.79223 0.37276
H -2.42078 1.02251 0.75406
H -1.89968 -1.22842 -3.15427
H -4.07075 -0.26654 -3.56541
H -3.37111 1.14786 -4.32698
```

Relative energy (zero: lowest compared OMol25 entry of this formula, charge and spin) = 13.6 kcal/mol
LUMO energy = -0.08945 hartree
Total charge = +1